Density functional theory data (wB97M-V/def2-TZVPD) for a 9-piece molecular cluster, C56H116N4O14S5 overall at a distorted geometry.

Each line ends with the Mulliken charge.
CARTESIAN COORDINATES (ANGSTROEM)
C (3.363, -23.805, 3.098)  -0.672
C (3.189, -22.410, 2.758)  -0.493
C (2.437, -21.786, 3.990)  -0.774
S (3.299, -22.407, 5.458)  1.063
O (2.470, -22.789, 6.602)  -0.640
O (4.467, -21.499, 5.612)  -0.634
C (3.873, -23.955, 4.554)  -0.611
H (4.042, -24.374, 2.463)  0.327
H (2.494, -24.456, 3.002)  0.311
H (2.734, -22.194, 1.791)  0.356
H (4.093, -21.801, 2.797)  0.281
H (1.530, -22.382, 4.085)  0.333
H (2.243, -20.724, 4.140)  0.456
H (3.375, -24.799, 5.031)  0.337
H (4.952, -24.101, 4.611)  0.359
C (-13.252, -35.568, -1.197)  -0.532
C (-14.490, -36.334, -0.786)  -0.610
C (-15.359, -35.605, 0.289)  -0.657
S (-14.039, -34.510, 1.120)  1.092
O (-13.794, -34.969, 2.474)  -0.655
O (-14.289, -33.078, 0.924)  -0.644
C (-12.618, -35.044, 0.079)  -0.717
H (-13.327, -34.710, -1.864)  0.343
H (-12.473, -36.281, -1.466)  0.237
H (-14.163, -37.290, -0.377)  0.285
H (-15.116, -36.597, -1.639)  0.371
H (-15.646, -36.307, 1.072)  0.341
H (-16.165, -34.991, -0.113)  0.384
H (-12.060, -35.820, 0.603)  0.383
H (-12.054, -34.135, -0.129)  0.379
C (-3.714, -39.290, 6.308)  -0.533
C (-4.081, -39.917, 4.899)  -0.615
C (-2.752, -40.619, 4.291)  -0.624
S (-1.263, -39.984, 5.273)  1.019
O (-0.255, -39.258, 4.451)  -0.618
O (-0.937, -41.090, 6.168)  -0.604
C (-2.341, -38.613, 6.197)  -0.772
H (-3.708, -39.991, 7.143)  0.308
H (-4.418, -38.539, 6.668)  0.357
H (-4.616, -39.282, 4.193)  0.309
H (-4.846, -40.677, 5.060)  0.315
H (-2.485, -40.535, 3.237)  0.393
H (-2.795, -41.693, 4.470)  0.302
H (-2.225, -37.696, 5.619)  0.350
H (-1.782, -38.462, 7.121)  0.413
C (5.684, -33.976, 4.335)  -0.881
C (6.922, -33.697, 3.474)  -0.476
C (6.656, -32.209, 3.147)  -0.714
S (4.835, -32.133, 2.689)  1.023
O (4.714, -32.596, 1.304)  -0.617
O (4.206, -30.908, 3.204)  -0.629
C (4.357, -33.603, 3.843)  -0.533
H (5.791, -33.564, 5.339)  0.358
H (5.716, -35.013, 4.668)  0.420
H (6.930, -34.429, 2.667)  0.296
H (7.725, -33.916, 4.177)  0.312
H (7.349, -31.784, 2.422)  0.404
H (6.714, -31.659, 4.086)  0.363
H (3.882, -34.428, 3.312)  0.350
H (3.765, -33.187, 4.658)  0.323
C (-9.828, -32.189, 8.129)  -0.473
C (-8.532, -31.862, 8.832)  -0.723
C (-7.660, -33.177, 9.008)  -0.683
S (-8.919, -34.475, 9.567)  1.052
O (-8.757, -34.551, 10.994)  -0.612
O (-8.963, -35.671, 8.720)  -0.618
C (-10.425, -33.353, 9.057)  -0.750
H (-9.639, -32.601, 7.138)  0.252
H (-10.495, -31.356, 7.912)  0.331
H (-8.523, -31.254, 9.736)  0.321
H (-7.863, -31.152, 8.345)  0.397
H (-6.873, -33.351, 9.742)  0.443
H (-7.291, -33.461, 8.022)  0.301
H (-10.927, -33.028, 9.968)  0.355
H (-11.073, -34.110, 8.614)  0.408
C (-6.356, -22.336, -0.505)  -1.679
C (-5.696, -21.680, 0.638)  1.322
C (-4.424, -22.569, 0.895)  -1.104
C (-3.118, -22.130, 0.176)  -0.737
C (-2.869, -20.644, 0.333)  -1.224
C (-4.054, -19.711, -0.124)  1.255
N (-5.355, -20.213, 0.499)  0.377
O (-6.504, -19.603, 0.298)  -0.465
C (-4.025, -18.277, 0.604)  -1.708
C (-4.187, -19.636, -1.721)  -1.558
C (-6.600, -21.869, 1.863)  -1.956
H (-7.359, -21.992, -0.756)  0.340
H (-6.530, -23.412, -0.494)  0.377
H (-5.705, -22.135, -1.356)  0.333
H (-4.047, -22.317, 1.886)  0.313
H (-4.703, -23.621, 0.827)  0.504
H (-3.191, -22.219, -0.908)  0.334
H (-2.257, -22.758, 0.405)  0.418
H (-1.977, -20.367, -0.229)  0.438
H (-2.519, -20.349, 1.322)  0.385
H (-4.145, -18.316, 1.687)  0.380
H (-3.136, -17.690, 0.375)  0.412
H (-4.786, -17.689, 0.090)  0.424
H (-3.387, -19.101, -2.232)  0.421
H (-4.062, -20.642, -2.121)  0.338
H (-5.150, -19.216, -2.011)  0.357
H (-6.885, -22.911, 2.012)  0.387
H (-7.484, -21.242, 1.747)  0.560
H (-6.196, -21.551, 2.824)  0.373
H (-6.915, -19.684, 1.162)  0.383
C (2.036, -31.018, 11.587)  -1.872
C (3.354, -30.211, 11.699)  1.526
C (3.018, -28.759, 11.043)  -1.197
C (4.045, -27.637, 11.446)  -0.680
C (4.171, -27.672, 12.954)  -1.231
C (4.648, -29.024, 13.566)  1.389
N (3.605, -30.096, 13.115)  -0.053
O (3.976, -31.236, 13.597)  -0.455
C (6.140, -29.347, 13.353)  -1.478
C (4.377, -28.737, 15.155)  -1.818
C (4.355, -30.899, 10.716)  -1.839
H (1.272, -30.823, 12.339)  0.478
H (1.978, -32.072, 11.856)  0.391
H (1.600, -31.018, 10.588)  0.395
H (3.140, -28.855, 9.964)  0.416
H (1.992, -28.408, 11.154)  0.452
H (3.468, -26.755, 11.164)  0.357
H (4.996, -27.755, 10.927)  0.327
H (3.361, -27.208, 13.517)  0.425
H (5.004, -26.986, 13.109)  0.459
H (6.586, -29.778, 14.249)  0.396
H (6.170, -30.060, 12.529)  0.324
H (6.849, -28.530, 13.215)  0.290
H (5.157, -28.004, 15.360)  0.451
H (3.435, -28.309, 15.498)  0.374
H (4.623, -29.584, 15.795)  0.466
H (4.027, -31.219, 9.727)  0.435
H (4.689, -31.878, 11.059)  0.446
H (5.344, -30.464, 10.571)  0.374
H (3.424, -31.141, 14.376)  0.454
C (-5.468, -33.898, 2.512)  -1.761
C (-4.783, -32.631, 1.807)  1.501
C (-5.788, -31.519, 1.976)  -1.221
C (-5.311, -30.039, 1.914)  -0.903
C (-4.166, -29.996, 2.956)  -1.251
C (-2.994, -30.995, 2.796)  1.514
N (-3.521, -32.377, 2.578)  0.081
O (-2.442, -33.284, 2.194)  -0.379
C (-2.106, -30.326, 1.637)  -1.500
C (-2.237, -30.891, 4.199)  -1.824
C (-4.551, -32.770, 0.241)  -1.759
H (-5.012, -34.796, 2.097)  0.384
H (-6.477, -33.999, 2.112)  0.409
H (-5.636, -33.922, 3.589)  0.361
H (-6.421, -31.542, 1.088)  0.474
H (-6.374, -31.705, 2.875)  0.442
H (-6.134, -29.328, 1.993)  0.440
H (-4.898, -29.866, 0.920)  0.281
H (-4.687, -29.877, 3.905)  0.419
H (-3.895, -28.953, 2.795)  0.429
H (-1.516, -29.458, 1.931)  0.365
H (-1.427, -31.084, 1.246)  0.400
H (-2.822, -30.126, 0.840)  0.369
H (-2.798, -31.463, 4.938)  0.415
H (-1.201, -31.206, 4.068)  0.382
H (-2.197, -29.864, 4.561)  0.369
H (-5.516, -33.118, -0.127)  0.452
H (-3.712, -33.454, 0.108)  0.557
H (-4.430, -31.859, -0.345)  0.253
H (-2.262, -32.930, 1.320)  0.301
C (-9.210, -41.755, -2.248)  -1.859
C (-7.869, -41.943, -2.958)  1.549
C (-7.588, -43.390, -3.243)  -1.386
C (-6.330, -43.672, -4.107)  -0.667
C (-6.557, -42.917, -5.443)  -1.157
C (-6.845, -41.410, -5.235)  1.650
N (-7.957, -41.273, -4.254)  -0.035
O (-8.357, -39.962, -4.172)  -0.453
C (-5.534, -40.755, -4.840)  -1.865
C (-7.417, -40.765, -6.579)  -1.721
C (-6.643, -41.302, -2.088)  -1.524
H (-9.140, -42.106, -1.218)  0.411
H (-10.093, -42.231, -2.674)  0.385
H (-9.410, -40.685, -2.195)  0.528
H (-7.680, -44.011, -2.352)  0.431
H (-8.337, -43.858, -3.881)  0.407
H (-6.258, -44.740, -4.310)  0.393
H (-5.331, -43.441, -3.737)  0.330
H (-7.232, -43.513, -6.057)  0.437
H (-5.595, -42.971, -5.953)  0.364
H (-4.957, -41.228, -4.045)  0.328
H (-4.997, -40.584, -5.773)  0.494
H (-5.686, -39.758, -4.426)  0.380
H (-8.497, -40.880, -6.488)  0.445
H (-7.103, -39.726, -6.675)  0.362
H (-7.165, -41.130, -7.574)  0.377
H (-6.549, -40.220, -2.183)  0.367
H (-5.659, -41.763, -2.172)  0.265
H (-6.641, -41.356, -1.000)  0.372
H (-8.996, -39.967, -3.456)  0.389

Atoms 1-6, force components in eV/Å:
1.06 -3.15 0.76
-0.22 3.68 0.95
-1.20 -1.58 0.33
2.63 0.00 -0.44
0.66 0.76 -1.48
-1.85 -1.46 0.20

Output
molar mass = 1229.89 g mol⁻¹
ΔE to the lowest compared entry with this formula, charge and spin = 134.8 kcal/mol
calculated total energy = -148737.410 eV